1.
ORCA calculation (wB97M-V/def2-TZVPD) on a 2-piece molecular cluster, C29H42N5O2P overall.

Values from the calculation:
Kohn-Sham gap   2.78 eV
2S+1   1
Net charge   +2

CARTESIAN COORDINATES (ANGSTROEM)
1 H -1.4871 -6.3537 -3.0582
2 C -5.1247 -1.5104 -4.5065
3 H -0.9600 1.1696 -4.0510
4 H -10.4509 0.4066 -0.7708
5 C -5.6039 -0.0543 -4.0343
6 C 5.4211 2.6396 6.0439
7 H 0.7772 0.7442 -4.6090
8 H -1.1777 -3.8478 -2.8984
9 C 5.1495 3.7673 6.8195
10 H 5.8481 0.5218 6.1684
11 H 2.5276 1.8262 0.4295
12 H 4.9541 4.5414 8.8337
13 C 5.4920 2.7019 4.5694
14 C 6.6546 2.3223 3.8966
15 N 5.3946 2.5064 8.8183
16 H 2.5570 -1.0687 0.0821
17 H 5.4324 3.6710 -0.0522
18 H 7.5930 2.0388 1.9698
19 C 5.4248 2.4594 10.2969
20 C 5.6329 1.3927 8.1020
21 C -2.2592 -4.1921 -2.6725
22 N 1.9107 0.1704 -2.3878
23 C 5.6520 1.4383 6.7169
24 C -6.9507 -0.0378 -3.1691
25 H -5.2771 -5.9417 -3.1284
26 H -2.6547 -4.0565 -4.9478
27 C -3.1394 -3.7706 -3.9424
28 C -0.6256 -1.0490 -4.6119
29 H -9.3038 2.5708 -1.9731
30 H 5.5919 1.4369 10.6320
31 H -5.8063 -2.3693 -4.2022
32 P -3.3525 -1.8634 -3.8460
33 C -2.1905 -5.7676 -2.3810
34 H -9.3585 -2.0462 -1.1498
35 H 3.4736 3.4189 4.2558
36 H -5.6365 0.7062 -4.9033
37 C -9.5211 0.2811 -1.4315
38 H -7.1146 2.2968 -3.4419
39 O -4.8764 -5.9236 -2.2210
40 C 5.6675 2.6728 0.3175
41 H 4.9251 1.9437 -0.0142
42 C 4.4074 3.1126 3.7941
43 O -3.5558 -7.7845 -2.4995
44 C -8.8995 -1.1177 -1.6513
45 N 5.6263 2.7092 1.7948
46 H -4.7771 0.3496 -3.3296
47 H 6.2424 3.0997 10.6313
48 N 2.0802 1.7698 -0.5095
49 H 7.5399 2.0137 4.4447
50 C -0.1254 0.3784 -4.0060
51 H -5.0093 -1.4958 -5.6555
52 H -1.7686 -5.8812 -1.3093
53 C 6.7017 2.3349 2.5114
54 H -2.4803 0.0892 -5.0984
55 C 5.1446 3.6791 8.2041
56 H 0.0134 -1.2283 -5.5545
57 N 3.2194 -0.3377 -0.2519
58 H 2.3627 0.7147 -3.1349
59 H -2.3529 -1.4579 -6.1105
60 H 3.6641 3.4020 1.7789
61 H -2.5728 -3.6242 -1.7199
62 C -2.1646 -1.0149 -5.0675
63 C -7.6038 1.3793 -2.9626
64 C -7.6143 -1.2652 -2.5116
65 H -4.1968 -4.1951 -3.9609
66 C -3.5944 -6.5256 -2.3843
67 H 6.6594 2.3741 -0.0198
68 H 0.0017 1.0493 -1.8577
69 H -0.0634 -0.7795 -2.0819
70 H -7.1807 -2.3085 -2.6350
71 H 4.4654 2.8218 10.6672
72 H 3.8590 -0.7511 -0.9481
73 H 4.9623 4.7322 6.3576
74 H 5.8152 0.4715 8.6433
75 H -0.4200 -1.9152 -3.8759
76 C -8.8787 1.5134 -2.1062
77 C 4.4951 3.1056 2.4097
78 C 0.4196 0.1834 -2.4829
79 C 2.3705 0.6068 -1.0602

Cartesian forces (eV/Å) of the 2 atoms listed first:
-1.200 0.834 0.735
0.706 0.378 -1.449

2.
ORCA calculation (wB97M-V/def2-TZVPD) on a 2-piece molecular cluster, C3H11P3 overall.

Values from the calculation:
Kohn-Sham gap (alpha / beta)   7.83 / 7.84 eV
<S²>   2.0072
ΔE to the lowest compared entry with this formula, charge and spin   0.00 kJ/mol
2S+1   3

CARTESIAN COORDINATES (ANGSTROEM)
1 H -1.0113 0.9879 -0.9781
2 H 2.3714 -2.5194 0.6648
3 P 1.9667 1.4144 -1.2162
4 C -1.8168 -0.3746 0.4009
5 H 3.1060 0.8182 -1.7642
6 H -2.5956 1.6740 -0.1548
7 H -1.0085 0.9514 1.9298
8 H -1.3470 -1.1645 -0.1940
9 C -0.9433 -0.0616 1.6181
10 C -2.1070 0.7273 -0.5613
11 H 2.7400 2.2460 -0.4424
12 P 1.7726 -1.8702 -0.4390
13 H -0.6711 -0.7202 2.4173
14 H -2.7146 0.3564 -1.4257
15 H -2.6427 -0.8023 0.8904
16 H 3.0450 -1.7786 -1.1927
17 P 1.8563 0.1159 0.4470

Cartesian forces (eV/Å) of the 2 atoms listed first:
-2.607 -0.022 0.575
-0.054 0.045 0.035

Number 1: electronic energy -51566.7890 eV. Number 2: electronic energy -31151.1257 eV.